Molecular formula: C26H43F13N2O2SSi4
Method: DFT, wB97M-V/def2-TZVPD

As for the gap between HOMO and LUMO: 8.604 eV. As for the total charge: 0. The value obtained for the largest force on an atom is 0.45 eV/Å. As for the HOMO energy: -9.21 eV.

Each line ends with the Löwdin charge.
Cartesian coordinates (Å):
F -1.1078 2.1999 -2.9280  0.184
C -1.2982 0.9334 -3.2992  -0.544
F -0.6477 0.7147 -4.4391  0.192
F -2.6018 0.7234 -3.4882  0.173
C -0.7277 -0.0431 -2.2241  -0.333
F 0.4737 0.4275 -1.8482  0.158
F -0.5534 -1.2377 -2.8214  0.165
C -1.5905 -0.3674 -0.9575  -0.330
F -2.6812 -1.0115 -1.4065  0.163
F -0.8631 -1.2227 -0.2103  0.164
C -2.1184 0.7674 -0.0205  -0.338
F -3.0297 0.1942 0.7814  0.167
F -2.7474 1.6505 -0.8173  0.162
C -1.1501 1.5824 0.9005  -0.338
F -1.9660 2.4534 1.5204  0.160
F -0.3102 2.2902 0.1131  0.145
C -0.3099 0.8130 1.9757  -0.416
F -0.1954 1.6608 3.0370  0.110
F -1.0466 -0.2420 2.4091  0.115
C 1.0780 0.4199 1.5106  -0.072
C 1.6432 -0.8083 2.2297  -0.114
C 2.6811 -1.5267 1.4078  -0.208
C 2.5075 -2.9243 1.1564  -0.023
C 3.3822 -3.6476 0.4200  -0.009
C 4.5126 -2.9838 -0.1109  -0.370
N 5.4806 -3.5328 -0.8541  -0.242
S 6.5037 -2.3624 -1.1936  0.999
N 5.8179 -1.1172 -0.4394  -0.233
C 4.7004 -1.5910 0.1321  -0.354
C 3.7620 -0.8698 0.9048  0.030
H 1.1206 0.2562 0.4445  0.106
H 1.7126 1.2788 1.7159  0.120
H 0.8451 -1.5080 2.4576  0.111
H 2.0892 -0.5131 3.1777  0.120
H 1.6405 -3.4137 1.5755  0.113
H 3.2547 -4.7014 0.2297  0.116
H 3.9228 0.1829 1.0877  0.125
O -6.8239 -1.8491 -6.5554  -0.271
Si -6.5324 -3.0461 -7.6468  0.342
C -5.5256 -4.4064 -6.8512  -0.162
C -5.5967 -2.3607 -9.1137  -0.162
C -8.1633 -3.7389 -8.2222  -0.165
Si -6.0261 -0.7689 -5.6036  0.344
C -7.2725 0.2358 -4.6507  -0.162
C -4.9890 0.3749 -6.6590  -0.158
C -4.9153 -1.6723 -4.4013  -0.153
H -4.5264 -4.0584 -6.5816  0.024
H -5.4133 -5.2468 -7.5395  0.033
H -6.0097 -4.7738 -5.9439  0.036
H -6.1218 -1.5090 -9.5510  0.036
H -5.4891 -3.1252 -9.8861  0.033
H -4.5961 -2.0286 -8.8292  0.024
H -8.7752 -2.9722 -8.7011  0.033
H -8.7347 -4.1568 -7.3913  0.033
H -7.9889 -4.5357 -8.9484  0.032
H -7.9354 0.7877 -5.3197  0.033
H -6.7545 0.9574 -4.0152  0.032
H -7.8899 -0.3975 -4.0109  0.033
H -4.1817 -0.1641 -7.1592  0.025
H -4.5381 1.1542 -6.0406  0.028
H -5.5958 0.8601 -7.4264  0.036
H -4.1082 -2.1951 -4.9194  0.029
H -5.4777 -2.4078 -3.8221  0.040
H -4.4641 -0.9662 -3.7031  0.010
O 4.8154 1.9519 6.1587  -0.271
Si 3.7448 3.1012 5.6687  0.346
C 4.6565 4.6250 5.0848  -0.160
C 2.6019 3.5599 7.0746  -0.159
C 2.7387 2.4070 4.2613  -0.165
Si 6.0127 1.7087 7.2632  0.343
C 6.6891 -0.0123 7.0365  -0.164
C 5.3300 1.8862 8.9948  -0.162
C 7.3831 2.9543 7.0064  -0.162
H 5.1868 5.1110 5.9061  0.025
H 3.9551 5.3488 4.6643  0.034
H 5.3884 4.3747 4.3138  0.036
H 2.1138 2.6754 7.4892  0.037
H 1.8246 4.2424 6.7247  0.034
H 3.1440 4.0548 7.8828  0.025
H 2.1817 1.5209 4.5709  0.029
H 3.3803 2.1358 3.4184  0.032
H 2.0179 3.1511 3.9170  0.038
H 5.9158 -0.7678 7.1876  0.033
H 7.4858 -0.1934 7.7610  0.033
H 7.1035 -0.1489 6.0359  0.033
H 5.0073 2.9101 9.1945  0.025
H 6.0940 1.6266 9.7307  0.033
H 4.4733 1.2270 9.1495  0.036
H 7.0455 3.9706 7.2199  0.025
H 7.7500 2.9299 5.9781  0.036
H 8.2221 2.7346 7.6700  0.033

=====

Molecular formula: C26H43F5MoP2
Method: DFT, wB97M-V/def2-TZVPD

As for the gap between HOMO and LUMO (spin up / spin down): 4.804 / 5.631 eV. As for the total charge: +2. The value obtained for the largest force on an atom is 3.82 eV/Å. As for the HOMO energy (spin up / spin down): -13.93 / -13.94 eV. Its expectation value of S² is 2.08. Its relative energy (zero: lowest compared OMol25 entry of this formula, charge and spin) is 0.000 eV. The spin multiplicity is 3.

Each line ends with the Löwdin charge.
Cartesian coordinates (Å):
Mo -1.6997 0.6079 0.2868  1.357
C -2.6479 1.8157 -1.3265  -0.312
C -2.7061 0.4035 -1.6411  -0.317
C -4.0062 0.7851 0.2553  -0.276
C -3.4493 2.0402 -0.1567  -0.281
C -3.5585 -0.2271 -0.6524  -0.307
C -2.0027 2.9081 -2.1033  -0.007
H -1.2762 2.5279 -2.8247  0.072
H -1.5090 3.6154 -1.4245  0.091
H -2.7683 3.4718 -2.6502  0.118
C -3.8293 3.3534 0.4277  0.008
H -3.1020 4.1334 0.1895  0.096
H -3.8775 3.2761 1.5162  0.070
H -4.8231 3.6816 0.0828  0.125
C -5.0376 0.6304 1.3189  0.014
H -6.0221 0.9477 0.9388  0.126
H -4.7998 1.2587 2.1800  0.070
H -5.1102 -0.4009 1.6816  0.095
C -4.0975 -1.6186 -0.6531  -0.017
H -5.1286 -1.6378 -1.0316  0.120
H -4.1338 -2.0168 0.3653  0.072
H -3.5084 -2.3002 -1.2687  0.075
C -2.1549 -0.2515 -2.8635  0.007
H -2.9168 -0.3268 -3.6576  0.127
H -1.8121 -1.2773 -2.6409  0.083
H -1.3198 0.3352 -3.2735  0.075
C 4.6482 0.3549 -0.2648  -0.116
C 4.4694 0.4494 -1.5894  -0.135
C 5.0370 -0.5416 -2.5661  -0.170
C 4.9473 -2.0321 -2.1536  -0.183
C 3.6917 -2.4220 -1.4139  -0.102
C 3.5783 -2.4701 -0.0799  -0.154
C 4.6233 -1.9659 0.8759  -0.166
C 5.4463 -0.7425 0.3914  -0.175
H 6.0987 -0.3329 -2.7914  0.132
H 5.8559 -2.3123 -1.6139  0.107
H 4.5176 -0.4208 -3.5288  0.111
H 6.2753 -1.0958 -0.2275  0.106
H 4.3243 1.1629 0.4103  0.100
H 3.9650 1.3247 -2.0314  0.100
H 5.9325 -0.2985 1.2752  0.123
H 4.1187 -1.6905 1.8139  0.104
H 2.6880 -2.9129 0.3872  0.086
H 5.3367 -2.7606 1.1618  0.133
H 4.9739 -2.6272 -3.0762  0.119
H 2.8776 -2.7766 -2.0675  0.112
P 0.7562 0.9951 -0.1477  0.828
P -0.9631 -1.6734 1.1237  0.814
C 1.5745 -0.4132 0.7232  -0.384
C 0.7617 -1.3274 1.6714  -0.359
H 2.4388 0.0023 1.2717  0.092
H 2.0035 -0.9964 -0.1117  0.044
H 1.2724 -2.3030 1.7882  0.091
H 0.7099 -0.8500 2.6652  0.086
C -1.8875 -2.2443 2.5601  -0.211
H -2.8990 -2.5267 2.2394  0.053
H -1.9885 -1.4198 3.2773  0.037
H -1.4022 -3.1005 3.0474  0.081
C -0.9291 -2.9979 -0.1088  -0.217
H -0.2639 -3.8140 0.2064  0.073
H -0.5788 -2.6069 -1.0756  0.044
H -1.9431 -3.4026 -0.2451  0.050
C 1.4600 2.5346 0.4719  -0.221
H 0.8734 3.3536 0.0339  0.054
H 2.5196 2.6719 0.2078  0.062
H 1.3479 2.5845 1.5636  0.056
C 1.1775 0.8066 -1.9072  -0.216
H 0.7003 -0.0883 -2.3242  0.045
H 2.2556 0.7042 -2.0759  0.017
H 0.8317 1.6924 -2.4543  0.055
F -0.3097 1.1581 3.0442  0.003
C -1.4783 1.7161 2.4956  -0.295
F -1.1786 3.0442 2.2282  0.025
C -2.4942 1.7200 3.6660  -0.517
F -1.9300 2.1792 4.8110  0.169
F -3.5807 2.5130 3.4309  0.115
F -2.9647 0.4639 3.9375  0.114

=====

Molecular formula: C26H43KNO18
Method: DFT, wB97M-V/def2-TZVPD

As for the gap between HOMO and LUMO: 10.365 eV. As for the total charge: +1. The value obtained for the largest force on an atom is 10.77 eV/Å. As for the HOMO energy: -12.18 eV. Its relative energy (zero: lowest compared OMol25 entry of this formula, charge and spin) is 2.547 eV.

Each line ends with the Löwdin charge.
Cartesian coordinates (Å):
K -2.3016 -0.1068 1.9470  0.819
C 0.2545 5.1552 -1.2972  0.010
C 0.4268 3.6424 -1.3909  -0.309
C 1.6221 3.1527 -0.5640  -0.049
O 1.0032 2.4243 0.4441  0.193
C -0.1808 2.4738 0.2835  -0.691
O -0.8414 1.8989 1.1326  0.043
O -0.6983 3.0403 -0.7869  0.119
H 0.5479 5.3452 -0.2433  0.104
H -0.7354 5.4524 -1.5399  0.073
H 1.0031 5.6794 -1.9604  0.117
H 0.4389 3.2828 -2.3493  0.120
H 2.2392 3.9227 -0.2357  0.118
H 2.2344 2.4906 -1.2463  0.166
C -2.5853 -3.6465 2.1397  0.009
C -3.1073 -4.6849 3.2506  -0.311
C -1.9435 -5.2917 3.9744  -0.159
O -2.2467 -5.0915 5.3090  0.032
C -3.4768 -4.3428 5.4364  -0.451
O -4.0823 -4.0896 6.4594  0.148
O -3.8660 -4.0303 4.1959  0.067
H -2.0136 -4.0393 1.3059  0.084
H -1.9246 -2.8095 2.5408  0.063
H -3.4953 -3.2343 1.7244  0.042
H -3.7340 -5.4978 2.7896  0.168
H -0.9650 -4.7815 3.8428  0.141
H -1.8142 -6.4271 3.7592  0.165
C -2.7677 2.5805 -3.1621  0.013
C -3.5361 2.3499 -1.8360  -0.266
C -4.9984 1.8710 -1.7958  -0.067
O -4.8915 0.5914 -1.2043  0.049
C -3.5725 0.3135 -0.8803  -0.539
O -3.2544 -0.6764 -0.2334  0.004
O -2.8231 1.3303 -1.1477  0.097
H -1.8391 3.1412 -3.0858  0.073
H -3.3473 3.2352 -3.8198  0.094
H -2.7644 1.6816 -3.6727  0.068
H -3.4961 3.3133 -1.3014  0.158
H -5.2921 1.8658 -2.8339  0.131
H -5.6502 2.4516 -1.0652  0.154
C -8.1877 1.0811 2.7758  0.000
C -7.3281 1.8394 1.7804  -0.336
C -7.0794 3.3248 1.9766  -0.019
O -5.6536 3.3993 1.7098  0.121
C -5.1958 2.2085 1.7220  -0.729
O -4.0166 2.0280 1.6599  0.106
O -6.0632 1.3115 1.7360  0.146
H -7.8099 1.0446 3.8221  0.095
H -8.1477 0.0249 2.4021  0.092
H -9.2216 1.3795 2.8539  0.089
H -7.9657 1.6341 0.9861  0.131
H -7.1116 3.8109 2.9694  0.150
H -7.7778 3.8442 1.2900  0.147
C -2.5599 -1.2649 6.4421  -0.025
O -1.4572 -0.4104 6.2539  0.040
C -0.6998 -0.5559 5.1899  -0.422
O -0.9496 -1.5003 4.1363  -0.134
O 0.3192 0.2507 5.2015  0.017
C 1.3378 0.1618 4.1880  0.007
H -2.2597 -2.1847 6.1039  0.041
H -3.4480 -0.9172 5.8877  0.077
H -2.7187 -1.6500 7.4330  0.111
H 2.0677 0.9372 4.2582  0.089
H 0.9190 0.2470 3.2141  0.077
H 1.8259 -0.8136 4.3254  0.114
C -5.0543 1.6813 5.6479  -0.105
O -3.9726 2.4461 5.9332  -0.003
C -2.8061 2.3633 5.1794  -0.234
O -2.6646 1.5260 4.0230  -0.142
O -1.8024 3.1524 5.7415  -0.014
C -0.6021 3.4277 4.9920  -0.040
H -5.4111 1.7496 4.6397  0.065
H -5.9815 1.9668 6.2026  0.116
H -4.8099 0.6451 5.9533  0.087
H -0.6215 3.0547 3.9392  0.094
H 0.2565 2.9988 5.5556  0.100
H -0.4280 4.5206 4.8809  0.100
C -7.1455 -3.2510 0.2043  -0.110
C -6.2023 -2.2532 0.8409  -0.270
C -6.2085 -2.3873 2.3494  -0.157
C -5.2466 -1.4882 3.0571  -0.152
N -4.5109 -0.8206 3.6838  0.189
H -7.1626 -3.1432 -0.8978  0.083
H -8.1680 -3.0436 0.6720  0.098
H -6.9391 -4.3273 0.3834  0.083
H -6.5305 -1.2725 0.4972  0.102
H -5.2591 -2.3906 0.3442  0.091
H -5.8769 -3.3361 2.7257  0.103
H -7.1842 -2.2288 2.8316  0.127